Entry 1:
This record from OMol25 describes C2H3N3O2 in the gas phase in a non-equilibrium geometry. The level of theory is the ωB97M-V functional and the def2-TZVPD basis.

Calculated values
Orbital gap ... 11.8 eV
Max |F| ... 0.0898 Eh/bohr
Net charge ... 0
Total energy ... -10684.2339 eV
Energy relative to the best compared isomer or geometry (same formula, charge and spin) ... 4.223 eV
Multiplicity ... 1
M ... 101.1 g/mol
SMILES ... COc1nnno1

Last column: Löwdin charge in e.
Geometry (Å):
C -0.10 0.39 -0.01  -0.506
H -3.42 -0.18 0.30  0.135
N 1.64 -0.94 0.01  0.076
H -1.90 -1.02 0.92  0.077
O -1.42 0.77 -0.14  -0.002
H -2.42 -0.95 -0.75  0.045
N 0.91 1.17 0.08  0.150
C -2.29 -0.45 0.12  0.008
O 0.24 -0.85 -0.12  0.029
N 1.96 0.22 0.05  -0.012

---

Entry 2:
This record from OMol25 describes C2H3N3O2 in the gas phase in a non-equilibrium geometry. The level of theory is the ωB97M-V functional and the def2-TZVPD basis.

Calculated values
Orbital gap ... 9.5 eV
Max |F| ... 0.0781 Eh/bohr
Net charge ... 0
Total energy ... -10685.3327 eV
Energy relative to the best compared isomer or geometry (same formula, charge and spin) ... 3.124 eV
Multiplicity ... 1
M ... 101.1 g/mol
SMILES ... Nc1n[nH]oc1=O

Last column: Löwdin charge in e.
Geometry (Å):
N 0.29 1.80 0.01  -0.041
C 1.18 -0.27 -0.25  -0.330
H -0.71 -1.98 1.06  0.058
N -1.00 -1.38 0.36  0.123
O 1.35 1.08 -0.56  0.021
H -2.02 -1.34 0.34  0.106
N -0.82 0.99 0.16  0.121
C -0.27 -0.17 0.22  -0.300
O 1.88 -1.23 -0.60  0.101
H 0.13 2.50 -0.72  0.141

---

Entry 3:
This record from OMol25 describes C2H3N3O2 in the gas phase in a non-equilibrium geometry. The level of theory is the ωB97M-V functional and the def2-TZVPD basis.

Calculated values
Orbital gap ... 10.1 eV
Max |F| ... 0.1391 Eh/bohr
Net charge ... 0
Total energy ... -10685.3115 eV
Energy relative to the best compared isomer or geometry (same formula, charge and spin) ... 3.145 eV
Multiplicity ... 1
M ... 101.1 g/mol
SMILES ... [H]/N=c1/[nH]c(=O)[nH]o1

Last column: Löwdin charge in e.
Geometry (Å):
H 2.67 0.49 -0.24  0.125
N -0.94 1.11 0.24  0.119
N -0.10 -1.02 0.31  0.213
C -1.27 -0.30 -0.07  -0.349
H -1.35 1.75 -0.28  0.080
O -2.49 -0.52 -0.13  0.069
N 2.18 -0.54 -0.14  0.106
C 0.94 -0.17 0.10  -0.466
H -0.09 -1.96 0.19  0.122
O 0.45 1.16 0.03  -0.019

---

Entry 4:
This record from OMol25 describes C2H3N3O2 as an isolated structure in a non-equilibrium geometry. The level of theory is the ωB97M-V functional and the def2-TZVPD basis.

Calculated values
Orbital gap ... 9.9 eV
Max |F| ... 0.0750 Eh/bohr
Net charge ... 0
Total energy ... -10684.6130 eV
Energy relative to the best compared isomer or geometry (same formula, charge and spin) ... 3.844 eV
Multiplicity ... 1
M ... 101.1 g/mol

Last column: Löwdin charge in e.
Geometry (Å):
C 0.38 0.00 1.06  -0.375
N -1.03 -0.24 -0.13  -0.036
N -0.65 -2.21 -1.52  0.162
H -2.02 1.34 -0.50  0.070
O 0.33 -0.67 2.03  0.146
H 1.31 0.80 -0.51  0.074
N 1.37 0.64 0.44  0.199
C -0.69 -1.28 -0.89  -0.363
H 2.28 0.67 0.92  0.149
O -1.28 0.95 -0.91  -0.026

---

Entry 5:
This record from OMol25 describes C2H3N3O3 in the gas phase in a non-equilibrium geometry. The level of theory is the ωB97M-V functional and the def2-TZVPD basis.

Calculated values
Orbital gap ... 9.2 eV
Max |F| ... 0.1166 Eh/bohr
Net charge ... 0
Total energy ... -12728.6369 eV
Energy relative to the best compared isomer or geometry (same formula, charge and spin) ... 5.321 eV
Multiplicity ... 1
M ... 117.1 g/mol
SMILES ... O/N=c1\ncon1O

Last column: Löwdin charge in e.
Geometry (Å):
N 0.69 -0.82 0.56  -0.032
H 1.60 2.16 -0.54  0.188
H -2.58 0.68 -0.08  0.083
N -1.74 -0.84 0.17  0.024
N -0.29 1.16 -0.22  0.129
H 1.95 -1.96 0.01  0.013
C 0.95 1.29 -0.09  -0.160
O -2.89 -0.22 0.07  0.013
O 1.41 -1.52 -0.52  0.043
O 1.49 0.26 0.61  -0.044
C -0.61 -0.18 0.02  -0.257

---

Entry 6:
This record from OMol25 describes C2H3N3O3 in the gas phase in a non-equilibrium geometry. The level of theory is the ωB97M-V functional and the def2-TZVPD basis.

Calculated values
Orbital gap ... 8.6 eV
Max |F| ... 0.0269 Eh/bohr
Net charge ... 0
Total energy ... -12732.5049 eV
Energy relative to the best compared isomer or geometry (same formula, charge and spin) ... 1.453 eV
Multiplicity ... 1
M ... 117.1 g/mol
SMILES ... O/N=c1/[nH]nc(O)o1

Last column: Löwdin charge in e.
Geometry (Å):
N -1.35 0.98 -0.05  0.134
O -2.24 -1.17 -0.03  0.157
H 0.23 2.38 0.13  0.175
C 0.81 0.31 -0.04  -0.402
C -1.27 -0.28 -0.04  -0.480
O -0.01 -0.80 -0.03  0.161
H 2.09 -1.60 0.10  0.066
H -3.06 -0.66 0.08  0.141
N -0.02 1.39 -0.06  0.056
N 2.08 0.35 0.00  0.045
O 2.73 -0.90 -0.06  -0.051

---

Entry 7:
This record from OMol25 describes a 2-piece molecular cluster, C2H3N3OS overall in a non-equilibrium geometry. The level of theory is the ωB97M-V functional and the def2-TZVPD basis.

Calculated values
Orbital gap (alpha / beta) ... 8.1 / 6.8 eV
⟨S²⟩ ... 2.0151
Max |F| ... 0.1105 Eh/bohr
Net charge ... 0
Total energy ... -19469.0147 eV
Energy relative to the best compared isomer or geometry (same formula, charge and spin) ... 1.870 eV
Multiplicity ... 3
M ... 117.1 g/mol

Last column: Löwdin charge in e.
Geometry (Å):
O -0.49 2.84 2.96  -0.472
S -0.97 2.17 1.78  0.765
C 0.11 -0.17 0.89  -0.353
H 1.18 1.58 -1.72  0.100
H -0.31 -0.98 1.52  0.128
N 0.85 -0.07 -0.12  0.105
N 0.43 2.18 -1.33  0.022
N -0.16 0.85 1.75  -0.223
H 1.18 -0.87 -0.64  0.065
C -0.45 2.81 -0.92  -0.137

---

Entry 8:
This record from OMol25 describes a 2-piece molecular cluster, C2H3N3S overall in a non-equilibrium geometry. The level of theory is the ωB97M-V functional and the def2-TZVPD basis.

Calculated values
Orbital gap ... 9.6 eV
Max |F| ... 0.0635 Eh/bohr
Net charge ... 0
Total energy ... -17424.1805 eV
Energy relative to the best compared isomer or geometry (same formula, charge and spin) ... 3.616 eV
Multiplicity ... 1
M ... 101.1 g/mol

Last column: Löwdin charge in e.
Geometry (Å):
N -1.53 0.51 -0.28  -0.234
C -1.95 0.06 0.71  0.061
H -1.43 1.59 -1.78  0.056
H 1.08 -1.92 0.86  0.049
N 1.86 -1.49 0.44  0.106
N -1.42 0.64 -1.49  0.095
C 2.00 -0.29 0.17  -0.886
S 2.69 1.05 -0.17  0.717
H -1.31 -0.14 1.54  0.036